(1)
# C4H14N

A cluster of 2 separate species, C4H14N in total in a non-equilibrium geometry (wB97M-V/def2-TZVPD, the OMol25 dataset).

Last column: Löwdin charge in e.
Element x y z (Å)
N: 1.10571 -0.08133 1.94701  0.32
C: -0.46352 1.88790 -0.00887  -0.10
C: -0.27763 -1.84197 -1.20649  -0.13
C: -0.91001 -0.57978 -0.67718  -0.32
C: 0.01755 0.63349 -0.80976  -0.30
H: 0.72594 -2.10329 -0.70150  0.09
H: 0.64942 -0.61337 1.16558  0.11
H: -0.00284 -1.73653 -2.28276  0.09
H: 2.02528 -0.48581 2.13460  0.17
H: -1.39351 1.64937 0.50683  0.07
H: 0.23000 2.32180 0.73754  0.06
H: 0.48529 -0.04489 2.74642  0.16
H: -0.64244 2.73290 -0.69006  0.09
H: 1.14081 0.46203 -0.56499  0.11
H: -0.93573 -2.72867 -1.16682  0.08
H: -1.15865 -0.74666 0.43472  0.11
H: -1.88933 -0.38599 -1.20446  0.14
H: 0.11081 0.79285 -1.92373  0.13
H: 1.18287 0.86793 1.56392  0.11

Forces on the atoms, in the same order (eV/Å):
N -0.342 -0.200 -1.412
C 0.003 0.110 -0.793
C 1.433 -1.084 -0.757
C -0.371 -0.103 1.435
C 1.525 0.613 -0.807
H -1.461 0.345 -0.473
H 0.250 0.212 0.707
H -0.214 0.068 0.679
H -0.124 0.091 0.276
H -0.074 0.170 -0.004
H -0.004 -0.405 -0.277
H 0.011 -0.233 0.450
H -0.133 -0.303 0.271
H -1.686 -0.359 -0.246
H 0.305 0.468 0.237
H -0.073 0.242 -1.298
H 1.005 -0.036 0.702
H -0.238 0.388 1.156
H 0.187 0.017 0.155

Computed properties:
strongest force on any atom	1.95	eV Å⁻¹
total energy	-5858.0104	eV
total charge	+1
highest occupied orbital energy	-15.1	eV
orbital gap	11.12	eV


(2)
# C4H14N2

A cluster of 2 separate species, C4H14N2 in total in a non-equilibrium geometry (wB97M-V/def2-TZVPD, the OMol25 dataset).

Last column: Löwdin charge in e.
Element x y z (Å)
N: 0.44561 0.32355 3.85746  -0.03
N: 0.74769 -1.91095 -2.44956  -0.02
C: -0.01371 0.45671 -2.80159  -0.11
C: -0.70459 -0.03318 3.01803  -0.35
C: -0.91257 0.84486 1.79613  -0.12
C: 1.08861 -0.60216 -3.00546  -0.35
H: -0.72223 1.88483 2.05732  0.07
H: 0.22761 1.46075 -3.12396  0.06
H: -0.25876 0.58151 0.95817  0.05
H: -1.94669 0.76777 1.45417  0.07
H: -1.56601 0.11473 3.67827  0.10
H: 0.69226 -1.82973 -1.44032  0.05
H: 1.30522 -0.72998 -4.06388  0.10
H: -0.17369 -2.18590 -2.77116  0.06
H: -0.27746 0.42602 -1.73686  0.05
H: -0.92514 0.09040 -3.28093  0.06
H: 1.30381 0.41751 3.32697  0.06
H: 0.31273 1.22684 4.31030  0.06
H: -0.60402 -1.07135 2.72758  0.10
H: 1.98133 -0.23222 -2.51067  0.10

Forces on the atoms, in the same order (eV/Å):
N 0.245 0.146 0.105
N 0.121 0.208 0.060
C -0.349 -1.318 0.465
C 0.265 0.892 0.573
C -0.087 0.020 -0.275
C -0.439 0.516 0.059
H -0.044 0.109 -0.033
H 0.091 0.148 -0.084
H 0.011 0.009 0.140
H 0.030 0.009 -0.135
H -0.043 -0.483 -0.178
H -0.064 -0.126 -0.002
H 0.114 0.057 -0.086
H 0.010 -0.069 0.006
H 0.185 0.458 -0.031
H -0.007 0.302 -0.326
H -0.038 -0.161 -0.138
H -0.142 -0.261 -0.160
H -0.192 -0.283 0.091
H 0.332 -0.173 -0.051

Computed properties:
strongest force on any atom	1.44	eV Å⁻¹
total energy	-7354.8778	eV
total charge	0
highest occupied orbital energy	-9.3	eV
SMILES	CCN.CCN
orbital gap	10.15	eV


(3)
# C4H14N2

A cluster of 2 separate species, C4H14N2 in total in a non-equilibrium geometry (wB97M-V/def2-TZVPD, the OMol25 dataset).

Last column: Löwdin charge in e.
Element x y z (Å)
N: -0.72400 0.96312 -1.57947  -0.04
N: 2.83843 -0.39403 0.43062  -0.05
C: 0.97112 0.47586 1.84601  -0.11
C: 2.13074 -0.55825 1.75396  -0.29
C: -1.90529 0.28553 -1.98138  -0.36
C: -2.36256 -0.90393 -1.05748  -0.11
H: 2.25904 -0.28141 -0.38920  0.03
H: -2.66049 1.12015 -1.86525  0.12
H: -1.89013 -1.87759 -1.39942  0.09
H: 3.38423 0.50835 0.40339  0.08
H: -0.92930 2.00553 -1.39684  0.11
H: -2.21129 -0.70520 -0.05286  0.02
H: -3.47736 -0.95674 -1.10956  0.07
H: 0.82789 0.35735 2.84264  0.01
H: -0.29054 0.54964 -0.79187  0.00
H: 1.73649 -1.58477 1.82621  0.10
H: 0.02499 0.13621 1.20129  0.09
H: 2.84292 -0.39492 2.53054  0.09
H: -1.77726 -0.27549 -2.92977  0.10
H: 1.21236 1.53058 1.71844  0.07

Forces on the atoms, in the same order (eV/Å):
N 0.798 2.954 -0.172
N 1.605 0.847 0.610
C -0.671 -1.724 -2.420
C -0.715 1.362 -3.654
C -1.809 -0.824 1.021
C -0.802 -0.234 -2.455
H -0.702 -0.396 0.254
H -0.011 -1.527 -1.284
H -0.634 1.139 0.670
H -0.689 -1.375 0.489
H 0.767 -2.554 -0.170
H 0.834 0.270 2.138
H 0.784 -0.403 -0.377
H -1.923 0.086 3.252
H 0.508 -0.133 0.782
H 0.150 0.427 -0.006
H 2.091 0.880 1.564
H 0.546 0.085 0.524
H -0.428 1.329 -0.203
H 0.300 -0.209 -0.564

Computed properties:
strongest force on any atom	3.96	eV Å⁻¹
total energy	-7353.4546	eV
total charge	0
highest occupied orbital energy	-8.9	eV
SMILES	CCN.CCN
orbital gap	9.91	eV


(4)
# C4H14N2O

A cluster of 2 separate species, C4H14N2O in total in a non-equilibrium geometry (wB97M-V/def2-TZVPD, the OMol25 dataset).

Last column: Mulliken spin population.
Element x y z (Å)
O: -1.16725 -2.98204 4.15625  0.89
N: 2.79204 0.05697 -1.89934  -0.03
N: 0.72718 0.38453 -0.83163  -0.19
C: -1.68463 -0.55424 0.41130  1.77
C: -0.35162 1.37930 -0.85427  0.35
C: -1.64101 0.90357 -0.16369  -0.20
C: 2.03614 0.98525 -1.12432  0.22
H: -2.48716 0.97616 -0.83331  -0.02
H: 1.91275 1.93084 -1.67872  0.07
H: -0.99498 -0.65764 1.25430  0.10
H: -1.18683 -1.16872 -0.34397  0.03
H: 2.35547 -0.81890 -2.07385  -0.05
H: -1.04823 -3.91604 3.95712  -0.47
H: 0.82450 -0.03595 0.08621  -0.20
H: -2.69184 -0.86130 0.66820  -1.07
H: 3.69034 0.27278 -2.29224  -0.05
H: -0.07799 2.31708 -0.36164  0.11
H: -0.55151 1.53107 -1.91831  -0.01
H: -1.16774 -2.58043 3.26944  -0.12
H: -1.74480 1.52658 0.73192  -0.24
H: 2.45717 1.31114 -0.15944  0.09

Forces on the atoms, in the same order (eV/Å):
O -0.066 0.137 0.161
N 0.564 0.075 0.195
N 0.578 0.454 -0.048
C 1.649 0.794 -1.187
C -0.248 -1.008 -0.082
C 0.056 -0.786 1.398
C -0.779 0.565 -0.028
H -0.238 0.478 -0.083
H -0.282 -0.172 -0.002
H -0.379 0.052 0.347
H -0.694 -0.526 -0.003
H -0.038 -0.309 -0.120
H 0.068 -0.287 -0.043
H -0.351 -0.068 0.085
H 0.020 -0.169 0.027
H -0.185 -0.047 0.119
H 0.286 0.190 -0.263
H 0.038 0.471 0.066
H 0.015 0.161 -0.055
H -0.594 0.287 -0.369
H 0.581 -0.293 -0.117

Computed properties:
strongest force on any atom	2.18	eV Å⁻¹
total energy	-9400.6042	eV
multiplicity	2
total charge	-1
highest occupied orbital energy (alpha / beta)	1.1 / -5.8	eV
orbital gap (alpha / beta)	2.54 / 9.29	eV


(5)
# C4H14N2O

A cluster of 2 separate species, C4H14N2O in total in a non-equilibrium geometry (wB97M-V/def2-TZVPD, the OMol25 dataset).

Last column: Löwdin charge in e.
Element x y z (Å)
O: 3.83468 3.92758 -3.49501  -0.05
N: -1.73743 -0.06029 -0.26839  -0.12
N: 0.96339 -0.72843 0.04169  0.00
C: -2.03330 -1.07335 -1.30165  -0.13
C: -1.32793 -0.23906 1.07097  -0.28
C: 0.03546 -0.81977 1.20616  -0.51
C: 0.36239 -0.60167 2.59698  -0.13
H: -2.08733 -0.80014 1.67186  0.14
H: -1.28343 0.68855 1.66434  0.12
H: -1.02630 0.64407 -0.51727  0.10
H: -2.11306 -0.66400 -2.31807  0.06
H: -0.12452 -1.89413 1.18261  0.13
H: 1.10203 -0.04435 -0.76351  0.09
H: 1.24805 -1.19101 3.10254  0.11
H: 3.58122 4.71094 -3.01893  0.02
H: 2.99453 3.87212 -3.96429  0.03
H: 1.62475 -1.54747 -0.10523  0.09
H: 0.59232 0.44807 2.86639  0.09
H: -0.45083 -1.12302 3.14279  0.09
H: -2.93746 -1.71511 -1.20014  0.08
H: -1.21723 -1.78954 -1.59383  0.06

Forces on the atoms, in the same order (eV/Å):
O -0.773 0.050 -0.337
N -0.445 1.959 -1.547
N 1.971 0.084 -1.196
C 1.206 -1.071 -0.734
C -1.462 -0.704 0.812
C 0.633 -3.191 -2.293
C 3.440 -0.740 3.846
H 0.717 -0.120 -0.535
H -0.436 0.525 -0.895
H -1.046 -0.675 -1.345
H -0.485 0.953 0.571
H -0.215 -0.508 -0.085
H -0.821 -0.967 2.321
H -1.090 0.939 -1.613
H 0.657 0.778 0.932
H 0.112 -0.829 -0.596
H -1.576 1.697 0.612
H -0.728 -0.389 0.112
H 0.035 1.188 0.088
H 0.427 0.843 0.705
H -0.122 0.177 1.178

Computed properties:
strongest force on any atom	5.21	eV Å⁻¹
total energy	-9400.0052	eV
total charge	0
highest occupied orbital energy	-8.4	eV
SMILES	CNC[C@H](C)N.O
orbital gap	9.11	eV


(6)
# C4H14N2O

A cluster of 2 separate species, C4H14N2O in total in a non-equilibrium geometry (wB97M-V/def2-TZVPD, the OMol25 dataset).

Last column: Löwdin charge in e.
Element x y z (Å)
O: -0.21220 -3.63079 0.47034  -0.12
N: -2.23458 -1.01271 0.90871  -0.05
N: 1.22203 2.66818 -0.60427  -0.05
C: -1.41225 0.15253 0.60504  -0.27
C: -0.29295 -0.33475 -0.37756  -0.18
C: 1.71795 1.40859 -1.10626  -0.28
C: 1.12535 0.31798 -0.12695  -0.20
H: -1.93566 0.99604 0.30512  0.08
H: 0.46077 -3.55307 1.18684  0.05
H: 2.85066 1.29587 -1.16954  0.12
H: 1.06863 0.76404 0.93131  0.12
H: -2.62057 -0.91508 1.89139  0.09
H: 1.80148 -0.47735 -0.16413  0.06
H: -0.53177 -0.23338 -1.49770  0.13
H: -1.01654 -3.04999 0.62362  0.03
H: -3.03959 -1.39611 0.41154  0.07
H: -0.01572 -1.36726 -0.13832  0.06
H: 1.98922 3.34699 -0.43819  0.07
H: -0.89043 0.40069 1.54295  0.11
H: 0.69049 3.34216 -1.16856  0.07
H: 1.27570 1.27743 -2.08537  0.09

Forces on the atoms, in the same order (eV/Å):
O -0.387 0.370 0.412
N -1.480 -0.986 3.339
N 1.253 3.649 0.688
C 1.956 -2.578 -0.452
C 1.100 1.298 -0.954
C -0.965 -1.021 0.711
C -0.932 1.835 0.392
H -0.979 1.677 -0.881
H -1.328 0.286 -0.664
H -1.468 0.465 0.148
H 0.613 -0.592 -1.534
H 0.730 -0.210 -1.564
H 1.199 -1.379 0.323
H -0.030 -0.303 1.623
H 1.669 -0.600 0.374
H 0.592 1.059 -0.812
H -1.029 0.093 -0.315
H -0.148 -1.032 0.534
H -0.292 -0.060 -0.257
H -0.334 -1.464 -0.623
H 0.259 -0.507 -0.489

Computed properties:
strongest force on any atom	3.92	eV Å⁻¹
total energy	-9401.1887	eV
total charge	0
highest occupied orbital energy	-9.1	eV
SMILES	NCCCCN.O
orbital gap	10.17	eV